A 2-piece molecular cluster, C3H7NOS overall in a non-equilibrium geometry. Source: OMol25; level of theory: the ωB97M-V functional and the def2-TZVPD basis.

## Properties
Kohn-Sham gap in eV: 9.16
ΔE to the lowest compared entry with this formula, charge and spin in kcal/mol: 64.8
SMILES string: CCSO.C#N

ORCA input file:
```
! wB97M-V def2-TZVPD RIJCOSX def2/J DEFGRID3
* xyz 0 1
C -0.734 -0.756 -0.063
C 0.504 -0.288 0.787
S 1.193 1.182 -0.056
O 1.966 0.345 -1.327
H -0.370 -1.159 -0.950
H -1.306 -1.533 0.550
H -1.356 0.021 -0.303
H 1.367 -0.818 0.991
H 0.130 0.139 1.735
H 1.686 0.691 -2.224
C -1.210 3.412 -0.150
N -0.485 4.196 -0.513
H -1.813 2.705 0.380
*
```

C21H10ClHfIN5OSe as an isolated structure in a non-equilibrium geometry. Source: OMol25; level of theory: the ωB97M-V functional and the def2-TZVPD basis.

## Properties
Kohn-Sham gap in eV: 5.70

ORCA input file:
```
! wB97M-V def2-TZVPD RIJCOSX def2/J DEFGRID3
* xyz 3 1
Hf -0.648 -1.171 -1.293
Se 4.839 -1.349 4.036
N 4.846 -1.350 2.295
C 3.611 -1.358 1.829
C 3.252 -1.366 0.443
C 4.192 -1.365 -0.606
C 3.753 -1.376 -1.916
C 2.385 -1.392 -2.177
N 1.463 -1.391 -1.199
C 1.875 -1.374 0.112
C 0.863 -1.365 1.149
N -0.455 -1.366 0.772
C -1.428 -1.369 1.695
C -1.144 -1.363 3.060
C 0.176 -1.355 3.477
C 1.211 -1.360 2.524
C 2.604 -1.357 2.858
N 3.098 -1.349 4.083
H 5.246 -1.355 -0.365
H 4.451 -1.377 -2.742
H 2.013 -1.409 -3.202
H -2.455 -1.392 1.322
H -1.954 -1.370 3.775
H 0.436 -1.348 4.528
Cl -4.573 4.390 -1.452
C -3.974 2.802 -1.449
C -4.847 1.727 -1.449
C -4.392 0.403 -1.437
I -5.717 -1.216 -1.409
C -3.017 0.131 -1.430
O -2.511 -1.126 -1.400
C -2.111 1.213 -1.436
N -0.759 0.898 -1.428
C 0.143 1.900 -1.436
C -0.236 3.229 -1.443
C -1.587 3.569 -1.446
C -2.559 2.570 -1.444
H -5.911 1.910 -1.457
H 1.196 1.621 -1.443
H 0.519 4.000 -1.450
H -1.892 4.606 -1.450
*
```

C44H34CdN10O4S2 as an isolated structure in a non-equilibrium geometry. Source: OMol25; level of theory: the ωB97M-V functional and the def2-TZVPD basis.

## Properties
Kohn-Sham gap in eV: 5.68
ΔE to the lowest compared entry with this formula, charge and spin in kcal/mol: 59.2

ORCA input file:
```
! wB97M-V def2-TZVPD RIJCOSX def2/J DEFGRID3
* xyz 0 1
Cd 0.140 0.730 -0.112
O 3.259 3.523 -0.340
C 2.379 2.751 0.019
O 2.140 1.589 -0.436
C 1.410 3.267 1.106
C 1.752 4.492 1.793
C 0.752 5.189 2.361
C -0.570 4.632 2.431
C -1.646 5.335 2.839
C -2.971 4.776 2.838
C -3.191 3.554 2.339
C -2.127 2.720 1.730
C -0.705 3.149 2.149
N 0.281 2.668 1.209
H 2.757 4.871 1.685
H 0.901 6.200 2.723
H -1.510 6.361 3.166
H -3.788 5.372 3.223
H -4.197 3.159 2.282
H -2.254 1.678 2.031
C -3.656 3.058 -0.347
C -2.278 2.681 0.118
N -1.885 1.380 -0.355
C -2.819 0.435 -0.460
C -4.200 0.716 -0.546
C -4.560 2.116 -0.625
C -5.145 -0.318 -0.627
C -4.775 -1.636 -0.606
C -3.405 -1.974 -0.538
C -2.957 -3.310 -0.481
C -1.621 -3.577 -0.362
C -0.719 -2.506 -0.323
N -1.098 -1.250 -0.393
C -2.416 -0.956 -0.491
H -3.878 4.114 -0.448
H -1.564 3.420 -0.242
H -5.559 2.376 -0.958
H -6.195 -0.051 -0.685
H -5.517 -2.423 -0.636
H -3.688 -4.108 -0.517
H -1.249 -4.589 -0.279
H 0.336 -2.694 -0.186
N -0.012 0.879 -4.852
C 0.167 -0.483 -4.832
C 0.146 -1.450 -5.828
C 0.450 -2.744 -5.452
C 0.773 -3.058 -4.126
C 0.787 -2.095 -3.137
C 0.465 -0.786 -3.491
N 0.445 0.370 -2.732
C 0.178 1.339 -3.576
C 0.214 2.768 -3.298
C 0.385 3.743 -4.242
S 0.512 5.276 -3.503
C 0.317 4.509 -1.968
N 0.172 3.232 -2.015
H -0.271 1.431 -5.649
H -0.082 -1.199 -6.856
H 0.452 -3.530 -6.196
H 1.021 -4.081 -3.873
H 1.054 -2.336 -2.121
H 0.476 3.647 -5.312
H 0.322 5.090 -1.056
C 1.027 -2.387 5.196
N 0.557 -1.068 4.803
C 0.373 -0.066 5.680
C 0.005 1.168 5.270
C -0.155 1.364 3.865
O -0.457 2.611 3.529
N -0.017 0.384 3.011
C 0.366 -0.859 3.425
O 0.541 -1.788 2.662
H 1.010 -2.479 6.280
H 2.040 -2.542 4.823
H 0.388 -3.143 4.742
H 0.533 -0.302 6.723
H -0.147 1.984 5.957
N 3.604 -0.595 -1.647
C 3.543 -1.544 -0.691
S 3.565 -1.139 0.917
N 3.578 -2.828 -1.191
C 3.484 -4.063 -0.521
C 4.131 -5.159 -1.090
C 4.046 -6.408 -0.499
C 3.312 -6.584 0.663
C 2.651 -5.497 1.218
C 2.722 -4.243 0.634
H 3.338 0.344 -1.334
H 3.340 -0.833 -2.592
H 3.893 -2.899 -2.146
H 4.711 -5.031 -1.997
H 4.562 -7.250 -0.941
H 3.252 -7.557 1.131
H 2.068 -5.626 2.122
H 2.200 -3.405 1.066
*
```

- Look up the Kohn-Sham gap of the second one.
  5.70 eV

- What is the Kohn-Sham gap in the third record?
  5.68 eV

Copy entry 3 word for word.
C44H34CdN10O4S2 as an isolated structure in a non-equilibrium geometry. Source: OMol25; level of theory: the ωB97M-V functional and the def2-TZVPD basis.

## Properties
Kohn-Sham gap in eV: 5.68
ΔE to the lowest compared entry with this formula, charge and spin in kcal/mol: 59.2

ORCA input file:
```
! wB97M-V def2-TZVPD RIJCOSX def2/J DEFGRID3
* xyz 0 1
Cd 0.140 0.730 -0.112
O 3.259 3.523 -0.340
C 2.379 2.751 0.019
O 2.140 1.589 -0.436
C 1.410 3.267 1.106
C 1.752 4.492 1.793
C 0.752 5.189 2.361
C -0.570 4.632 2.431
C -1.646 5.335 2.839
C -2.971 4.776 2.838
C -3.191 3.554 2.339
C -2.127 2.720 1.730
C -0.705 3.149 2.149
N 0.281 2.668 1.209
H 2.757 4.871 1.685
H 0.901 6.200 2.723
H -1.510 6.361 3.166
H -3.788 5.372 3.223
H -4.197 3.159 2.282
H -2.254 1.678 2.031
C -3.656 3.058 -0.347
C -2.278 2.681 0.118
N -1.885 1.380 -0.355
C -2.819 0.435 -0.460
C -4.200 0.716 -0.546
C -4.560 2.116 -0.625
C -5.145 -0.318 -0.627
C -4.775 -1.636 -0.606
C -3.405 -1.974 -0.538
C -2.957 -3.310 -0.481
C -1.621 -3.577 -0.362
C -0.719 -2.506 -0.323
N -1.098 -1.250 -0.393
C -2.416 -0.956 -0.491
H -3.878 4.114 -0.448
H -1.564 3.420 -0.242
H -5.559 2.376 -0.958
H -6.195 -0.051 -0.685
H -5.517 -2.423 -0.636
H -3.688 -4.108 -0.517
H -1.249 -4.589 -0.279
H 0.336 -2.694 -0.186
N -0.012 0.879 -4.852
C 0.167 -0.483 -4.832
C 0.146 -1.450 -5.828
C 0.450 -2.744 -5.452
C 0.773 -3.058 -4.126
C 0.787 -2.095 -3.137
C 0.465 -0.786 -3.491
N 0.445 0.370 -2.732
C 0.178 1.339 -3.576
C 0.214 2.768 -3.298
C 0.385 3.743 -4.242
S 0.512 5.276 -3.503
C 0.317 4.509 -1.968
N 0.172 3.232 -2.015
H -0.271 1.431 -5.649
H -0.082 -1.199 -6.856
H 0.452 -3.530 -6.196
H 1.021 -4.081 -3.873
H 1.054 -2.336 -2.121
H 0.476 3.647 -5.312
H 0.322 5.090 -1.056
C 1.027 -2.387 5.196
N 0.557 -1.068 4.803
C 0.373 -0.066 5.680
C 0.005 1.168 5.270
C -0.155 1.364 3.865
O -0.457 2.611 3.529
N -0.017 0.384 3.011
C 0.366 -0.859 3.425
O 0.541 -1.788 2.662
H 1.010 -2.479 6.280
H 2.040 -2.542 4.823
H 0.388 -3.143 4.742
H 0.533 -0.302 6.723
H -0.147 1.984 5.957
N 3.604 -0.595 -1.647
C 3.543 -1.544 -0.691
S 3.565 -1.139 0.917
N 3.578 -2.828 -1.191
C 3.484 -4.063 -0.521
C 4.131 -5.159 -1.090
C 4.046 -6.408 -0.499
C 3.312 -6.584 0.663
C 2.651 -5.497 1.218
C 2.722 -4.243 0.634
H 3.338 0.344 -1.334
H 3.340 -0.833 -2.592
H 3.893 -2.899 -2.146
H 4.711 -5.031 -1.997
H 4.562 -7.250 -0.941
H 3.252 -7.557 1.131
H 2.068 -5.626 2.122
H 2.200 -3.405 1.066
*
```